# 1
{
  "formula": "C39H39MgN4O9P",
  "method": "wB97M-V/def2-TZVPD",
  "species": ["Mg", "O", "C", "O", "C", "C", "C", "C", "C", "C", "O", "N", "O", "O", "N", "O", "O", "H", "H", "C", "N", "C", "C", "C", "C", "C", "C", "C", "C", "H", "H", "H", "H", "H", "H", "H", "H", "H", "H", "H", "H", "H", "O", "P", "C", "C", "C", "C", "C", "C", "C", "C", "C", "C", "C", "C", "C", "C", "C", "C", "C", "C", "H", "H", "H", "H", "H", "H", "H", "H", "H", "H", "H", "H", "H", "H", "H", "C", "C", "C", "C", "C", "N", "H", "H", "H", "H", "H", "H", "H", "H", "H", "O"],
  "xyz": [[0.56210, -0.34292, -0.57486], [-2.48706, -2.41018, -2.54618], [-1.56925, -1.59385, -2.35324], [-0.92063, -1.46916, -1.27255], [-1.20805, -0.68164, -3.53070], [-1.91734, -0.83819, -4.69665], [-1.64710, -0.04582, -5.82124], [-0.64380, 0.91916, -5.78041], [0.05981, 1.07123, -4.62083], [-0.15753, 0.31178, -3.42739], [0.50478, 0.50179, -2.38279], [1.10349, 2.10869, -4.64348], [2.23258, 1.77359, -4.96496], [0.74578, 3.26640, -4.53762], [-2.40283, -0.21954, -7.02990], [-2.11565, 0.48212, -8.00259], [-3.30189, -1.05284, -7.05399], [-2.69077, -1.59343, -4.71877], [-0.41833, 1.54092, -6.63571], [-1.39393, -2.28144, 2.62333], [-0.17007, -2.01720, 3.44768], [-0.42029, -0.74798, 4.64183], [0.99855, -1.62007, 2.58960], [1.36087, -2.67580, 1.61238], [1.79834, -3.95581, 2.05240], [2.12582, -4.91924, 1.13660], [2.02767, -4.63621, -0.24616], [1.60638, -3.39788, -0.67509], [1.25596, -2.36852, 0.25024], [-2.22397, -2.56655, 3.27936], [-1.19686, -3.11612, 1.94793], [-1.68401, -1.43530, 2.04158], [0.03084, -2.88189, 3.95727], [-0.66113, 0.34861, 4.09001], [0.51018, -0.63912, 5.29416], [-1.27449, -1.02491, 5.29923], [1.86410, -1.40630, 3.23209], [0.75720, -0.71322, 2.05983], [1.88012, -4.17802, 3.11981], [2.46179, -5.89731, 1.46536], [2.28877, -5.40648, -0.96777], [1.53470, -3.19385, -1.73995], [-0.67322, -0.34947, 1.09035], [-1.60668, 0.79104, 1.34758], [-0.73742, 2.28061, 1.52249], [0.70297, 2.18973, 1.45905], [1.46150, 3.40455, 1.58869], [0.82012, 4.60330, 1.76667], [-0.59844, 4.67292, 1.83560], [-1.35378, 3.51429, 1.71650], [-2.80174, 0.92956, 0.00873], [-3.91433, 0.09069, -0.04011], [-4.82328, 0.18344, -1.08191], [-4.61785, 1.10648, -2.09850], [-3.49714, 1.92606, -2.07358], [-2.59005, 1.83280, -1.02741], [-2.51307, 0.57560, 2.94945], [-1.98059, -0.28755, 3.98507], [-2.68342, -0.40784, 5.24416], [-3.86252, 0.29412, 5.43193], [-4.37039, 1.11382, 4.42903], [-3.69979, 1.24728, 3.21319], [1.21879, 1.22154, 1.34980], [2.54464, 3.36742, 1.55336], [1.40547, 5.51374, 1.86594], [-1.08951, 5.62909, 1.98166], [-2.43846, 3.58775, 1.76223], [-4.06963, -0.65317, 0.73501], [-5.68473, -0.47288, -1.10938], [-5.32186, 1.17459, -2.91982], [-3.32152, 2.63032, -2.87765], [-1.70275, 2.45814, -1.03383], [-0.92658, -0.90279, 3.75424], [-2.31367, -1.04124, 6.04534], [-4.39442, 0.20308, 6.37248], [-5.29339, 1.65483, 4.59535], [-4.12617, 1.89616, 2.45660], [5.72023, 1.27995, -0.61366], [5.18645, 0.08152, -1.40473], [5.91878, -1.19152, -0.96811], [5.40489, 0.31467, -2.90316], [3.75052, -0.07081, -1.14387], [2.62944, -0.17708, -0.94105], [6.79021, 1.41671, -0.79093], [5.57048, 1.14439, 0.45937], [5.20975, 2.20094, -0.90016], [6.99269, -1.10414, -1.15245], [5.55267, -2.06451, -1.51175], [5.77362, -1.38631, 0.09642], [6.46868, 0.43206, -3.12602], [4.88698, 1.21293, -3.24365], [5.02657, -0.52204, -3.49310], [0.76610, 1.45769, -0.07932]],
  "largest_force_ev_per_a": 10.57,
  "e_tot_ev": -80178.9045,
  "charge": -2
}



# 2
{
  "formula": "C29H69NO11",
  "method": "wB97M-V/def2-TZVPD",
  "species": ["C", "O", "C", "C", "O", "C", "H", "H", "H", "H", "H", "H", "H", "H", "H", "H", "C", "O", "C", "C", "O", "C", "H", "H", "H", "H", "H", "H", "H", "H", "H", "H", "C", "O", "C", "C", "O", "C", "H", "H", "H", "H", "H", "H", "H", "H", "H", "H", "C", "O", "C", "C", "O", "C", "H", "H", "H", "H", "H", "H", "H", "H", "H", "H", "C", "O", "C", "C", "O", "C", "H", "H", "H", "H", "H", "H", "H", "H", "H", "H", "C", "C", "C", "C", "C", "C", "N", "O", "C", "C", "C", "H", "H", "H", "H", "H", "H", "H", "H", "H", "H", "H", "H", "H", "H", "H", "H", "H", "H", "H"],
  "xyz": [[-0.89576, -0.69264, 1.01925], [0.13526, -0.75561, 0.09811], [1.25827, -1.52838, 0.48146], [1.87432, -1.84307, -0.94157], [2.74364, -0.77073, -1.39659], [2.23839, 0.56166, -1.57840], [-0.64559, -0.68999, 2.08015], [-1.51452, -1.58988, 1.00529], [-1.52827, 0.11404, 0.64872], [1.09435, -2.50371, 0.93966], [1.84464, -0.90780, 1.15907], [1.12531, -2.02427, -1.71245], [2.36977, -2.81356, -0.96895], [1.84042, 1.06178, -0.69546], [1.67050, 0.60905, -2.50757], [3.01494, 1.27149, -1.86340], [1.06433, 2.79236, -0.95467], [0.33433, 3.03744, 0.26919], [0.40829, 2.08294, 1.31267], [-0.34175, 2.72516, 2.42777], [-1.77339, 2.88023, 2.21838], [-2.37914, 3.60266, 3.26704], [0.94129, 1.76326, -1.29217], [2.11859, 3.01099, -0.78485], [0.65361, 3.41796, -1.74716], [1.43713, 1.91162, 1.62926], [-0.04654, 1.14910, 0.98224], [-0.12461, 3.79043, 2.34945], [-0.21454, 2.22071, 3.38561], [-3.45401, 3.76997, 3.19784], [-2.06851, 4.64612, 3.32014], [-2.25559, 2.88383, 4.07704], [1.89315, -1.87251, -4.52393], [1.82747, -0.54801, -4.91725], [1.53347, 0.43373, -3.90870], [1.36891, 1.73564, -4.59774], [0.08049, 1.70500, -5.15588], [-0.11092, 2.67121, -6.19442], [2.19349, -2.50904, -5.35624], [0.88302, -2.25523, -4.37821], [2.47859, -2.14397, -3.64549], [2.37061, 0.52187, -3.21621], [0.61577, 0.18634, -3.37511], [2.13479, 1.84340, -5.36580], [1.51241, 2.43079, -3.77054], [-1.16819, 2.64228, -6.45793], [0.45381, 2.44591, -7.09909], [0.04423, 3.73261, -6.00098], [5.56366, -0.68834, 4.04603], [5.59680, 0.33042, 3.09737], [5.03111, 0.19577, 1.77644], [3.52057, -0.13839, 1.64948], [3.26402, -1.45243, 2.31948], [3.52044, -2.58978, 1.45563], [5.85459, -1.65013, 3.62362], [4.51215, -0.78333, 4.31695], [6.29214, -0.37650, 4.79448], [5.66871, -0.53124, 1.27346], [5.26446, 1.02225, 1.10519], [3.06588, -0.11824, 0.65905], [2.96943, 0.57341, 2.26402], [3.46060, -3.52423, 2.01359], [4.49789, -2.55163, 0.97475], [2.75009, -2.64615, 0.68656], [0.67131, -0.41441, 7.23988], [-0.05067, -0.26951, 6.06886], [-1.43245, -0.42942, 6.27558], [-2.03234, 0.37355, 5.01547], [-1.83486, -0.19420, 3.71347], [-2.32654, 0.42664, 2.50886], [1.65420, -0.28867, 6.78577], [0.59604, -1.35309, 7.78880], [0.53635, 0.41974, 7.92842], [-1.72948, 0.12999, 7.16267], [-1.85446, -1.42040, 6.44275], [-1.64138, 1.38910, 5.07806], [-3.10575, 0.24900, 5.15817], [-1.82720, 1.39208, 2.42706], [-3.39744, 0.60452, 2.41068], [-2.03340, -0.17105, 1.64577], [-4.88937, -0.53822, -0.72445], [-3.46223, -0.51595, -1.08562], [-2.71404, -1.67810, -0.24859], [-1.52342, -2.35188, -0.97062], [-1.77204, -2.59610, -2.47658], [-2.24925, -1.37212, -3.23276], [-3.33765, -0.79358, -2.56283], [-4.02047, 0.10610, -3.31232], [-1.03903, -0.41320, -3.31627], [-2.75429, -1.88952, -4.57907], [-2.91749, 0.89994, -0.85435], [-5.06873, -1.00108, 0.24596], [-5.48588, -1.13692, -1.41281], [-5.31423, 0.46401, -0.66856], [-2.25647, -1.21571, 0.62601], [-3.27404, -2.53715, 0.12092], [-1.22316, -3.24659, -0.42524], [-0.71166, -1.65484, -0.76262], [-2.56749, -3.33300, -2.58772], [-0.81316, -3.02892, -2.76173], [-0.24676, -1.10612, -3.59959], [-1.06723, 0.30654, -4.13437], [-0.65584, 0.07778, -2.42172], [-1.82183, -2.23977, -5.02170], [-3.49998, -2.68360, -4.54054], [-3.24800, -1.18648, -5.24997], [-3.11163, 1.27364, 0.15102], [-3.53683, 1.70816, -1.24335], [-1.83693, 0.99044, -0.96523], [-3.64162, 0.97373, -3.15330]],
  "largest_force_ev_per_a": 6.85,
  "e_tot_ev": -55177.6012
}



| no. | E_LUMO (eV) | E_HOMO (eV) | Kohn-Sham gap (eV) |
| --- | --- | --- | --- |
| 1 | 3.5 | 0.159 | 3.3 |
| 2 | 0.7 | -7.488 | 8.1 |